Entry 1:
The following is a quantum chemistry calculation of 15 unconnected molecules or ions with the total composition C15H60N30O15, from the Open Molecules 2025 dataset.

Bonds (Å) are listed after each position.
Geometry (Å):
1 C 0.0764 -0.0680 -0.3149  O2 1.233, N3 1.370, N4 1.352
2 O 0.3755 -1.2220 -0.0001  C1 1.233
3 N -1.0164 0.3450 -1.0299  C1 1.370, H5 1.011, H6 1.014
4 N 0.9279 0.9735 -0.1805  C1 1.352, H7 1.006, H8 1.017
5 H -1.6623 -0.3814 -1.3077  N3 1.011
6 H -1.0619 1.2732 -1.4354  N3 1.014
7 H 0.8639 1.8220 -0.7167  N4 1.006
8 H 1.8053 0.7273 0.2718  N4 1.017
9 C 2.0249 4.4338 0.6141  O10 1.239, N11 1.364, N12 1.352
10 O 2.9871 4.2715 -0.1491  C9 1.239
11 N 0.7372 4.7505 0.2944  C9 1.364, H13 1.009, H14 1.005
12 N 2.1929 4.3462 1.9523  C9 1.352, H15 1.004, H16 1.005
13 H 0.0801 4.6770 1.0562  N11 1.009
14 H 0.4772 4.6583 -0.6721  N11 1.005
15 H 3.1120 4.3809 2.3537  N12 1.004
16 H 1.4120 4.6471 2.5092  N12 1.005
17 C 4.9566 1.8843 -2.6202  O18 1.241, N19 1.346, N20 1.342
18 O 5.7969 1.1242 -3.1254  C17 1.241
19 N 5.1648 3.1805 -2.3214  C17 1.346, H21 1.000, H22 1.007
20 N 3.7213 1.4178 -2.3814  C17 1.342, H23 1.004, H24 1.009
21 H 6.0809 3.5815 -2.2999  N19 1.000
22 H 4.3082 3.6679 -2.1137  N19 1.007
23 H 3.0072 1.9306 -1.8962  N20 1.004
24 H 3.6797 0.4485 -2.6588  N20 1.009
25 C -2.4188 3.9298 1.8664  O26 1.227, N27 1.364, N28 1.357
26 O -1.7387 4.8943 1.5295  C25 1.227
27 N -3.2685 3.8606 2.9313  C25 1.364, H29 1.000, H30 1.008
28 N -2.3456 2.7282 1.2403  C25 1.357, H31 1.010, H32 1.001
29 H -3.7037 3.0333 3.2860  N27 1.000
30 H -3.2995 4.6672 3.5349  N27 1.008
31 H -1.5965 2.5985 0.5752  N28 1.010
32 H -3.0408 2.0137 1.3323  N28 1.001
33 C -1.9048 -1.8047 3.5489  O34 1.227, N35 1.356, N36 1.366
34 O -1.0544 -2.4985 4.0968  C33 1.227
35 N -1.9158 -1.5269 2.2217  C33 1.356, H37 1.011, H38 1.002
36 N -2.9141 -1.2440 4.2782  C33 1.366, H39 1.005, H40 1.004
37 H -1.0343 -1.7133 1.7626  N35 1.011
38 H -2.5757 -0.8739 1.8447  N35 1.002
39 H -3.5578 -0.6060 3.8446  N36 1.005
40 H -3.2699 -1.7055 5.0959  N36 1.004
41 C -1.1613 -0.7094 -4.5722  O42 1.225, N43 1.357, N44 1.358
42 O -1.6410 -1.6351 -3.9292  C41 1.225
43 N -1.6539 -0.1926 -5.7267  C41 1.357, H45 1.000, H46 1.006
44 N -0.0339 -0.0549 -4.1908  C41 1.358, H47 1.009, H48 1.002
45 H -1.2196 0.5028 -6.2993  N43 1.000
46 H -2.5939 -0.4642 -5.9592  N43 1.006
47 H 0.2899 -0.2104 -3.2482  N44 1.009
48 H 0.4856 0.6306 -4.7050  N44 1.002
49 C -1.4093 3.8159 -2.5410  O50 1.237, N51 1.321, N52 1.359
50 O -0.7959 2.8597 -2.0519  C49 1.237
51 N -1.9231 4.8005 -1.8256  C49 1.321, H53 1.005, H54 1.009
52 N -1.7339 3.7660 -3.8601  C49 1.359, H55 1.009, H56 1.002
53 H -2.5533 5.4505 -2.2623  N51 1.005
54 H -1.8251 4.8256 -0.8212  N51 1.009
55 H -1.5875 2.8068 -4.1381  N52 1.009
56 H -2.1345 4.4891 -4.4257  N52 1.002
57 C 0.7664 1.4102 4.9472  O58 1.228, N59 1.362, N60 1.362
58 O 0.0118 1.8307 5.8199  C57 1.228
59 N 1.7540 0.4911 5.1331  C57 1.362, H61 0.999, H62 1.004
60 N 0.6705 1.7260 3.6257  C57 1.362, H63 1.022, H64 1.004
61 H 2.2331 0.1390 4.3302  N59 0.999
62 H 1.9689 0.1871 6.0657  N59 1.004
63 H 1.2640 1.2113 2.9717  N60 1.022
64 H -0.0420 2.3789 3.3545  N60 1.004
65 C -4.5854 -1.6634 -1.4493  O66 1.245, N67 1.350, N68 1.343
66 O -3.9231 -0.6303 -1.2411  C65 1.245
67 N -4.2470 -2.4964 -2.4562  C65 1.350, H69 1.016, H70 1.002
68 N -5.6991 -2.0552 -0.8084  C65 1.343, H71 1.005, H72 1.002
69 H -3.4826 -2.1760 -3.0443  N67 1.016
70 H -4.8301 -3.2483 -2.7709  N67 1.002
71 H -6.0226 -1.5104 -0.0277  N68 1.005
72 H -6.0536 -2.9822 -0.9448  N68 1.002
73 C 3.7937 0.8111 2.0656  O74 1.256, N75 1.339, N76 1.346
74 O 2.5760 0.5590 1.8869  C73 1.256
75 N 4.4704 0.2594 3.0813  C73 1.339, H77 1.008, H78 1.006
76 N 4.5074 1.6602 1.3029  C73 1.346, H79 1.012, H80 1.003
77 H 4.0481 -0.3622 3.7529  N75 1.008
78 H 5.4680 0.3245 2.9740  N75 1.006
79 H 3.9296 2.1280 0.6169  N76 1.012
80 H 5.3142 2.1050 1.6982  N76 1.003
81 C 2.4762 -2.6710 3.8193  O82 1.242, N83 1.360, N84 1.342
82 O 3.6979 -2.5131 3.9748  C81 1.242
83 N 1.8455 -2.3824 2.6490  C81 1.360, H85 1.010, H86 1.009
84 N 1.7073 -3.1520 4.8084  C81 1.342, H87 1.008, H88 1.009
85 H 0.8385 -2.4631 2.6633  N83 1.010
86 H 2.2042 -1.5772 2.1569  N83 1.009
87 H 2.1341 -2.9342 5.6957  N84 1.008
88 H 0.6985 -3.1530 4.7975  N84 1.009
89 C -4.7666 1.7756 -3.4468  O90 1.235, N91 1.359, N92 1.326
90 O -5.6864 2.5131 -3.8156  C89 1.235
91 N -4.5200 0.5136 -3.8870  C89 1.359, H93 1.012, H94 1.006
92 N -3.9330 1.9856 -2.4367  C89 1.326, H95 1.013, H96 1.007
93 H -4.4686 -0.1335 -3.1112  N91 1.012
94 H -4.8590 0.3366 -4.8175  N91 1.006
95 H -3.4502 1.1338 -2.1760  N92 1.013
96 H -3.9002 2.9660 -2.2073  N92 1.007
97 C 2.2306 -5.8818 0.3977  O98 1.224, N99 1.360, N100 1.367
98 O 3.1217 -6.6005 -0.0365  C97 1.224
99 N 1.4070 -6.2067 1.4297  C97 1.360, H101 1.012, H102 0.999
100 N 2.0754 -4.6234 -0.1122  C97 1.367, H103 1.008, H104 1.007
101 H 0.7028 -5.4965 1.5843  N99 1.012
102 H 1.5093 -6.9189 2.1225  N99 0.999
103 H 2.7953 -4.4408 -0.7937  N100 1.008
104 H 1.5699 -3.8610 0.3081  N100 1.007
105 C -1.4742 -4.2421 -0.1981  O106 1.238, N107 1.347, N108 1.353
106 O -1.0111 -3.9719 0.9180  C105 1.238
107 N -2.4975 -5.0978 -0.3824  C105 1.347, H109 1.004, H110 1.003
108 N -1.0024 -3.6400 -1.3146  C105 1.353, H111 1.004, H112 1.009
109 H -3.0154 -5.4509 0.4022  N107 1.004
110 H -2.7605 -5.4778 -1.2732  N107 1.003
111 H -1.4067 -3.8423 -2.2109  N108 1.004
112 H -0.6072 -2.7299 -1.1310  N108 1.009
113 C 3.5781 -2.1394 -1.7761  O114 1.230, N115 1.353, N116 1.353
114 O 4.2320 -2.8794 -2.5087  C113 1.230
115 N 2.3451 -1.7082 -2.1289  C113 1.353, H117 1.005, H118 1.005
116 N 3.8866 -1.6508 -0.5523  C113 1.353, H119 1.010, H120 1.004
117 H 2.0270 -1.8423 -3.0728  N115 1.005
118 H 1.6837 -1.5996 -1.3795  N115 1.005
119 H 4.5921 -2.1932 -0.0748  N116 1.010
120 H 3.1919 -1.1505 -0.0283  N116 1.004

Largest force on an atom, eV/A: 2.99
LUMO, eV: -0.5
ΔE to the lowest compared entry with this formula, charge and spin, kcal per mole: 50.9
Net charge: 0
Electronic energy, a.u.: -3379.4804

Entry 2:
The following is a quantum chemistry calculation of 15 unconnected molecules or ions with the total composition C15H60N30O15, from the Open Molecules 2025 dataset.

Bonds (Å) are listed after each position.
Geometry (Å):
1 C -6.6438 2.7118 3.0359  O2 1.257, N3 1.281, N4 1.307
2 O -7.8449 2.8135 2.6810  C1 1.257
3 N -5.6473 2.9452 2.2663  C1 1.281, H5 1.010, H6 1.010
4 N -6.3389 2.5165 4.2915  C1 1.307, H7 1.010, H8 1.010
5 H -4.7246 2.9203 2.6763  N3 1.010
6 H -5.7507 3.3104 1.3303  N3 1.010
7 H -5.4404 2.5483 4.7517  N4 1.010
8 H -7.0140 2.2932 5.0089  N4 1.010
9 C 6.3162 -1.6995 1.8556  O10 1.254, N11 1.282, N12 1.335
10 O 7.4212 -1.8845 1.2933  C9 1.254
11 N 5.7970 -2.1816 2.9244  C9 1.282, H13 1.010, H14 1.010
12 N 5.3848 -0.9040 1.3252  C9 1.335, H15 1.010, H16 1.010
13 H 6.3737 -2.7883 3.4895  N11 1.010
14 H 5.1085 -1.5515 3.3104  N11 1.010
15 H 4.4618 -1.1408 1.6598  N12 1.010
16 H 5.5250 -0.7409 0.3383  N12 1.010
17 C 1.7187 -1.7428 5.6013  O18 1.196, N19 1.225, N20 1.322
18 O 1.9317 -0.9464 4.7346  C17 1.196
19 N 1.4464 -2.9123 5.3588  C17 1.225, H21 1.010, H22 1.010
20 N 1.6731 -1.4881 6.8976  C17 1.322, H23 1.010, H24 1.010
21 H 1.5982 -3.1888 4.3993  N19 1.010
22 H 1.6419 -3.5188 6.1424  N19 1.010
23 H 1.6451 -0.5320 7.2218  N20 1.010
24 H 1.4253 -2.3044 7.4385  N20 1.010
25 C 3.4346 -0.4926 -6.5571  O26 1.209, N27 1.321, N28 1.340
26 O 4.0728 -1.4567 -6.9102  C25 1.209
27 N 3.0539 0.5946 -7.2042  C25 1.321, H29 1.010, H30 1.010
28 N 2.9099 -0.4327 -5.3260  C25 1.340, H31 1.010, H32 1.010
29 H 3.2005 0.8319 -8.1749  N27 1.010
30 H 3.0146 1.2808 -6.4641  N27 1.010
31 H 2.9292 -1.2613 -4.7488  N28 1.010
32 H 2.1363 0.1973 -5.1687  N28 1.010
33 C 4.5467 3.6193 -3.7886  O34 1.171, N35 1.269, N36 1.321
34 O 3.8738 3.9595 -4.6851  C33 1.171
35 N 4.2016 3.3136 -2.6065  C33 1.269, H37 1.010, H38 1.010
36 N 5.8539 3.4551 -3.8891  C33 1.321, H39 1.010, H40 1.010
37 H 4.8396 3.2970 -1.8237  N35 1.010
38 H 3.2239 3.4714 -2.4082  N35 1.010
39 H 6.2598 3.9855 -4.6468  N36 1.010
40 H 6.4081 2.9281 -3.2294  N36 1.010
41 C 3.3972 4.9337 2.6628  O42 1.256, N43 1.291, N44 1.325
42 O 4.3055 5.6254 2.1395  C41 1.256
43 N 2.2623 5.4375 3.0159  C41 1.291, H45 1.010, H46 1.010
44 N 3.4017 3.6337 2.9194  C41 1.325, H47 1.010, H48 1.010
45 H 1.7423 4.9884 3.7562  N43 1.010
46 H 2.2949 6.4240 2.8016  N43 1.010
47 H 4.2233 3.0624 2.7826  N44 1.010
48 H 2.5600 3.3334 3.3901  N44 1.010
49 C -4.1591 -2.2275 1.8274  O50 1.227, N51 1.287, N52 1.360
50 O -4.3704 -1.9225 0.6580  C49 1.227
51 N -3.1868 -2.9683 2.2304  C49 1.287, H53 1.010, H54 1.010
52 N -4.9152 -1.8941 2.9079  C49 1.360, H55 1.010, H56 1.010
53 H -2.7116 -3.6209 1.6235  N51 1.010
54 H -3.2612 -3.0242 3.2361  N51 1.010
55 H -5.6494 -1.2492 2.6526  N52 1.010
56 H -4.6338 -1.9606 3.8757  N52 1.010
57 C -1.5172 0.9738 -6.7404  O58 1.196, N59 1.309, N60 1.266
58 O -1.8061 -0.1284 -6.3783  C57 1.196
59 N -1.8300 1.6118 -7.8402  C57 1.309, H61 1.010, H62 1.010
60 N -0.8572 1.7095 -5.9500  C57 1.266, H63 1.010, H64 1.010
61 H -1.3576 2.4290 -8.1995  N59 1.010
62 H -2.7335 1.2958 -8.1628  N59 1.010
63 H -0.3702 2.4574 -6.4227  N60 1.010
64 H -0.7304 1.3731 -5.0061  N60 1.010
65 C -6.1636 1.4892 -2.3899  O66 1.214, N67 1.304, N68 1.314
66 O -6.8547 2.2053 -3.0859  C65 1.214
67 N -4.8775 1.5800 -2.1972  C65 1.304, H69 1.010, H70 1.010
68 N -6.6111 0.4377 -1.7424  C65 1.314, H71 1.010, H72 1.010
69 H -4.4215 2.3365 -2.6869  N67 1.010
70 H -4.3947 0.8236 -1.7336  N67 1.010
71 H -7.5544 0.0994 -1.8682  N68 1.010
72 H -6.0154 -0.2637 -1.3261  N68 1.010
73 C 1.6958 -5.0183 -3.9407  O74 1.201, N75 1.281, N76 1.304
74 O 2.4842 -5.1634 -3.0467  C73 1.201
75 N 1.7692 -5.6394 -5.0588  C73 1.281, H77 1.010, H78 1.010
76 N 0.5092 -4.4837 -3.8543  C73 1.304, H79 1.010, H80 1.010
77 H 2.4586 -6.3647 -5.1962  N75 1.010
78 H 0.9738 -5.4847 -5.6616  N75 1.010
79 H 0.2907 -4.0799 -2.9547  N76 1.010
80 H -0.1769 -4.3556 -4.5844  N76 1.010
81 C -3.3034 5.8338 5.3851  O82 1.173, N83 1.269, N84 1.338
82 O -3.1328 5.4408 6.4767  C81 1.173
83 N -4.0109 6.7800 4.9229  C81 1.269, H85 1.010, H86 1.010
84 N -2.6177 5.2729 4.3831  C81 1.338, H87 1.010, H88 1.010
85 H -4.3179 6.8043 3.9611  N83 1.010
86 H -4.5526 7.3584 5.5492  N83 1.010
87 H -1.8266 4.7966 4.7922  N84 1.010
88 H -2.7646 5.4899 3.4076  N84 1.010
89 C 2.9013 -6.7570 2.1696  O90 1.227, N91 1.340, N92 1.324
90 O 3.4182 -6.5296 3.2592  C89 1.227
91 N 2.5326 -7.9310 1.6389  C89 1.340, H93 1.010, H94 1.010
92 N 2.8617 -5.7594 1.3005  C89 1.324, H95 1.010, H96 1.010
93 H 2.5909 -8.6950 2.2968  N91 1.010
94 H 2.4984 -8.0511 0.6366  N91 1.010
95 H 2.2485 -5.9360 0.5176  N92 1.010
96 H 3.2521 -4.9308 1.7261  N92 1.010
97 C -0.7688 5.7743 -0.6964  O98 1.187, N99 1.286, N100 1.272
98 O -1.7292 5.2101 -0.2857  C97 1.187
99 N 0.1172 5.1816 -1.4163  C97 1.286, H101 1.010, H102 1.010
100 N -0.4074 6.9596 -0.4074  C97 1.272, H103 1.010, H104 1.010
101 H 0.9585 5.7310 -1.5184  N99 1.010
102 H 0.0255 4.1764 -1.4516  N99 1.010
103 H -0.9246 7.4858 0.2824  N100 1.010
104 H 0.4027 7.3067 -0.9006  N100 1.010
105 C -1.3087 -6.9981 -0.0251  O106 1.242, N107 1.267, N108 1.276
106 O -0.9613 -5.8089 0.0587  C105 1.242
107 N -1.3077 -7.6924 -1.0853  C105 1.267, H109 1.010, H110 1.010
108 N -1.7456 -7.6455 0.9835  C105 1.276, H111 1.010, H112 1.010
109 H -1.1491 -7.2245 -1.9662  N107 1.010
110 H -1.5338 -8.6719 -0.9871  N107 1.010
111 H -1.9859 -7.1110 1.8061  N108 1.010
112 H -1.9715 -8.6186 0.8348  N108 1.010
113 C 0.0898 0.3022 0.3242  O114 1.282, N115 1.303, N116 1.270
114 O 0.0283 1.0293 -0.7295  C113 1.282
115 N -0.2506 0.6996 1.5176  C113 1.303, H117 1.010, H118 1.010
116 N 0.6557 -0.8349 0.2961  C113 1.270, H119 1.010, H120 1.010
117 H -0.5941 1.6475 1.5774  N115 1.010
118 H 0.2555 0.3272 2.3084  N115 1.010
119 H 0.2960 -1.5773 0.8788  N116 1.010
120 H 0.7990 -1.0722 -0.6751  N116 1.010

Largest force on an atom, eV/A: 9.62
LUMO, eV: -0.4
ΔE to the lowest compared entry with this formula, charge and spin, kcal per mole: 322.4
Net charge: 0
Electronic energy, a.u.: -3379.0478